This record from the Open Molecules 2025 dataset describes C23H26N4O4 as an isolated structure. The level of theory is the ωB97M-V functional and the def2-TZVPD basis.

- total charge = 0
- 2S+1 = 1
- E_LUMO (eV) = 0.60

```
57
Properties=species:S:1:pos:R:3:forces:R:3:mulliken_charge:R:1
O 1.590259 -0.978427 2.455106 -0.0481 1.9890 -3.0482 -0.781
O -3.830030 -2.483711 0.231977 -1.6297 1.9608 0.0476 -0.380
O -1.663231 3.280482 -0.529063 -6.0055 14.5019 -5.1951 -0.523
O -5.241346 -0.124148 -0.591611 -1.8210 2.1223 -2.5872 -0.497
N 3.148704 -2.209579 -0.869090 2.3064 8.5597 -3.0943 0.302
N 1.058805 -2.199769 0.628816 -2.3183 2.8446 -3.3703 -0.158
N 0.185535 2.273695 0.190292 4.5084 5.5148 1.5371 0.195
N 2.724533 0.219662 -1.609437 -2.9305 -16.3707 0.7662 -0.165
C -1.202624 0.021110 0.321509 -1.4119 -5.3653 1.7039 0.873
C 4.365916 -0.045586 0.009565 0.7157 -11.5938 0.4422 0.016
C 2.029466 -3.316140 0.989653 -2.9542 2.6603 -6.4708 -1.265
C 0.926038 3.683996 0.346806 1.0906 -1.1704 2.7617 -0.560
C 1.066448 -0.862168 1.277332 4.0270 -12.0815 6.7620 0.381
C 0.737651 -2.074100 -0.909720 0.7305 -7.0909 2.1517 -0.704
C -5.895393 0.981148 -1.285986 -1.5767 -1.6299 13.2100 -1.187
C -1.069486 2.466236 -0.117071 0.2993 -14.1873 2.6361 0.678
C 0.110922 -0.016979 0.985526 -2.8632 10.0878 -4.3112 0.883
C -1.881565 1.179951 -0.117854 7.7745 -2.9446 3.0458 -1.350
C 2.060229 -2.473529 -1.604801 -3.5561 -1.6826 -4.7978 -0.994
C 0.729399 1.246367 0.839671 2.5350 -2.4416 1.8468 -0.856
C 3.398240 -0.798677 -0.829429 2.7775 6.1859 2.0092 0.229
C -3.369656 -1.142825 0.088235 5.6502 -4.4918 2.4169 0.021
C -3.960205 0.121641 -0.302165 -2.5335 -10.3271 1.5189 1.388
C -3.133075 1.043767 -0.410328 -2.6870 11.4797 -4.7750 0.053
C 3.232701 -2.835926 0.268083 5.7018 -4.1132 8.0398 -0.569
C 4.702858 1.221933 -0.174628 5.4036 -0.0947 7.0555 -0.363
C 3.933030 1.972406 -0.772031 -6.7413 5.7720 -10.7469 -0.746
C -1.909324 -1.353008 0.443673 -6.2901 12.7974 -5.7713 -1.612
C -5.276342 -2.718847 0.336771 3.0387 -4.3012 -4.5286 -0.846
C 0.921521 4.312154 1.861835 5.3369 1.5140 -5.7898 -1.254
C 2.962526 1.316594 -1.916230 8.0366 6.7282 7.2760 -0.367
H 1.574497 5.342935 1.753179 -1.5828 -2.8076 0.6051 0.307
H 4.092200 -2.426346 1.061554 -2.6717 -0.2705 -2.1241 0.094
H 1.876901 1.373241 1.203637 -2.9597 -0.1238 -0.9529 0.410
H 1.317994 3.568892 2.413530 1.7262 -1.8609 2.5848 0.381
H 2.239198 1.709013 -2.397909 -4.2629 4.2763 -3.9538 0.615
H -1.462677 -1.978311 0.993472 2.7960 -5.5961 3.6198 1.272
H 2.067939 -1.946945 -2.630544 0.2709 -0.7501 1.5765 0.365
H 0.550402 -1.145038 -1.265924 -1.3098 2.8286 -0.3233 0.674
H -5.323711 -3.886862 0.559638 -0.4700 2.9516 0.3482 0.241
H 2.010042 3.482521 0.141896 -1.2857 0.4461 -0.5490 0.072
H 2.156482 -3.545555 -1.841789 -0.6862 0.0195 -0.0162 0.377
H 1.685853 -4.305688 0.621136 -0.1928 0.7943 0.4749 0.311
H 4.010295 2.968404 -1.121609 0.8597 1.4117 0.9906 0.621
H -5.566720 -2.604372 -0.741236 -0.5403 -0.4334 0.9210 0.284
H -5.685427 -1.926185 0.797907 -1.9735 1.8120 2.6524 0.372
H 5.383717 1.702737 0.614129 -0.3990 -0.8765 -1.4083 0.275
H -5.941161 1.826709 -0.266078 -0.0368 -1.7366 -3.1498 0.299
H -0.075145 -2.961192 -1.190773 1.6628 2.7428 0.6501 0.236
H 3.722160 -3.759998 0.120973 1.1996 -1.5836 -0.7805 0.431
H 2.031355 -3.136745 1.931494 0.7550 -0.0032 6.5523 0.699
H -6.871149 0.790713 -1.378685 -3.4773 -1.3009 -0.8802 0.374
H -3.614223 2.176465 -1.002490 1.4166 -3.3316 2.0531 0.011
H 0.394682 4.482435 -0.107050 -0.1471 -0.1173 -1.8009 0.527
H 0.003464 4.489763 2.097923 -5.5978 1.4119 1.6886 0.488
H -5.479393 1.458871 -1.943237 5.0070 4.2996 -7.5007 0.470
H 5.186226 -0.861674 0.705897 -2.6663 2.9657 -2.0181 -0.048
```
Positions in Å, forces in eV/Å.



This record from the Open Molecules 2025 dataset describes the molecule C23H26N6O3S. The level of theory is the ωB97M-V functional and the def2-TZVPD basis.

- total charge = 0
- structure (SMILES) = CCOC(=O)Cn1nnnc1CN(Cc1cccs1)Cc1cc2cc(C)cc(C)c2[nH]c1=O
- 2S+1 = 1
- E_LUMO (eV) = 0.34

```
59
Properties=species:S:1:pos:R:3:forces:R:3:mulliken_charge:R:1
S -0.268392 -5.016419 -0.846950 0.4582 0.3281 -0.0338 -0.118
O -1.919077 0.502045 -4.467820 -0.0251 -0.0580 -0.1124 -0.626
O -1.041672 1.896296 -2.932207 0.2832 0.2597 0.2073 -0.134
O -2.197100 1.283040 -0.198353 -0.1491 -0.1176 -0.1587 -0.687
N 0.696517 0.067093 -2.156179 -0.0910 -0.5817 1.3425 1.063
N 1.747818 0.798269 -1.770020 0.3403 0.4929 -1.1670 -0.542
N -1.349649 -2.076936 0.171603 0.0571 -0.0759 -0.0408 0.254
N 0.930548 -0.140604 -0.027158 -0.6044 -0.6181 0.2072 0.467
N -0.688483 2.176445 1.205440 -0.0511 0.3388 -0.2639 0.181
N 1.868755 0.661365 -0.519962 0.7364 0.4677 0.3460 -0.869
C -0.651273 -0.086903 2.720095 -0.4824 0.0862 -0.3572 -0.518
C -1.420705 -0.060948 1.608404 -0.0583 -0.2390 0.5148 1.234
C 0.181564 -0.513582 -1.039507 0.4194 0.3296 -0.6932 0.552
C 0.155418 2.158814 2.283504 0.3116 -0.3866 0.6605 -0.308
C -1.055144 0.828012 -3.700499 0.2657 -0.4586 -0.1369 0.827
C 1.135153 -5.362283 -1.781239 -0.3264 -0.0417 0.1268 -0.430
C -1.486689 1.143583 0.792673 0.0162 0.3173 0.2003 -0.194
C 0.497200 -3.625725 -0.148237 -0.1194 -0.3168 -0.0570 -0.318
C -1.007423 -1.412171 -1.063941 -0.3262 -0.2269 -0.2752 -1.893
C 1.801217 2.060991 4.539830 -0.0445 -0.1352 0.0554 0.621
C 1.758781 -3.467064 -0.631314 -0.1573 0.0634 0.1919 -0.431
C -2.184400 2.764289 -2.933375 -0.5926 0.3253 -0.0374 -0.155
C 0.991933 0.991323 4.232836 0.0436 0.2242 -0.1241 -1.062
C 1.013959 4.452522 1.679497 -0.0179 -0.1372 0.0659 -1.776
C -2.147128 -1.272323 1.088420 -0.1361 0.1260 -0.0460 -2.098
C 2.695911 2.051689 5.741706 0.0101 0.0297 -0.0277 -1.570
C -0.230617 -2.756198 0.817323 -0.0222 0.0285 0.2022 -0.171
C -1.746222 4.179211 -3.270262 0.0711 -0.4593 0.0332 -1.288
C 1.789973 3.178058 3.696304 -0.2067 -0.2012 -0.1196 -0.890
C 0.163448 1.018638 3.104451 0.1698 0.4340 -0.1511 1.132
C 0.989489 3.250521 2.576832 0.0282 0.0636 0.0179 1.231
C 0.236342 0.016019 -3.506232 -0.3489 0.1901 -0.4584 -1.058
C 2.126780 -4.463138 -1.565095 0.0148 -0.1771 -0.1621 -0.672
H 3.086319 -4.501782 -2.049015 0.1492 -0.0458 -0.1046 0.411
H -3.039363 -0.951030 0.544277 0.0207 -0.0556 0.1530 0.464
H -2.599196 4.847598 -3.197962 -0.0856 0.0922 0.0082 0.401
H 1.136179 -6.213907 -2.432005 0.0612 -0.1733 -0.1553 0.465
H 1.723270 5.186504 2.051892 0.0118 0.0601 -0.0205 0.366
H -0.829957 -2.179548 -1.830224 0.0042 0.1277 0.0148 0.535
H 0.488666 -2.045308 1.252379 -0.0972 -0.2194 0.0001 0.250
H 1.017262 0.453611 -4.135214 -0.1092 -0.1064 0.0686 0.398
H 2.437571 4.010554 3.932922 0.0686 0.1305 -0.0091 0.393
H -0.975863 4.510157 -2.578355 0.0630 0.0935 0.0644 0.276
H -0.623085 -0.974386 3.337978 -0.0207 -0.1411 0.0469 0.468
H 0.990279 0.109621 4.857018 0.0110 -0.1119 0.0909 0.385
H 0.031905 4.924462 1.628152 -0.0575 0.0940 -0.0629 0.402
H 2.408257 -2.666339 -0.323552 0.0699 0.1953 0.0937 0.547
H -2.604738 2.697577 -1.926149 0.0746 -0.0245 -0.2134 0.225
H 0.051543 -1.016442 -3.816433 0.0286 0.1928 0.0398 0.319
H -1.347633 4.224959 -4.281199 0.0290 0.0599 -0.0801 0.335
H 3.737481 2.146928 5.437566 0.0976 -0.0123 0.0610 0.343
H 2.581927 1.129220 6.304650 0.0327 -0.0437 0.0795 0.348
H -1.872422 -0.820261 -1.381363 0.0669 -0.0787 -0.0094 0.580
H -2.908633 2.387842 -3.661230 0.1087 0.0620 0.1551 0.391
H -2.446758 -1.922151 1.914122 -0.0142 0.0636 0.0010 0.507
H -0.657013 -3.367342 1.620086 0.0679 0.0788 0.0360 0.607
H 2.462291 2.890791 6.395852 0.0324 0.0191 0.1025 0.354
H -0.690678 2.995748 0.610595 -0.0910 -0.1845 0.0212 0.126
H 1.317728 4.166718 0.672099 0.0111 0.0533 -0.1308 0.351
```
Positions in Å, forces in eV/Å.



no.,HOMO energy (eV),gap between HOMO and LUMO (eV),molecular weight (g/mol)
1,-7.8,8.354,422.48
2,-8.1,8.449,466.57